The following is a DFT calculation (ωB97M-V/def2-TZVPD) of 10 unconnected molecules or ions with the total composition C5H30O10.

Last columns: bonded neighbours and bond lengths (Å).
Atoms and positions in Å:
1 C 0.2290 -0.8870 -0.3110  O2 1.424, C3 1.530, H7 1.125, H8 1.124
2 O 0.1589 -2.1479 0.3470  C1 1.424, H9 1.040
3 C -0.3436 -1.0033 -1.7247  C1 1.530, C4 1.556, H10 1.077, H11 1.126
4 C 0.6696 -1.7269 -2.6579  C3 1.556, C5 1.533, H12 1.121, H13 1.159
5 C 1.8632 -0.8352 -3.0198  C4 1.533, C6 1.519, H14 1.098, H15 1.123
6 C 1.5158 0.2197 -4.0561  C5 1.519, H16 1.080, H17 1.094, H18 1.098
7 H -0.3139 -0.1128 0.2983  C1 1.125
8 H 1.3311 -0.6662 -0.3322  C1 1.124
9 H -0.7943 -2.2772 0.7412  O2 1.040
10 H -1.2448 -1.5928 -1.7105  C3 1.077
11 H -0.5861 0.0058 -2.1622  C3 1.126
12 H 1.0331 -2.6439 -2.1249  C4 1.121
13 H 0.1559 -2.0793 -3.6355  C4 1.159
14 H 2.3057 -0.3557 -2.1363  C5 1.098
15 H 2.7060 -1.4920 -3.3664  C5 1.123
16 H 2.3440 0.8622 -4.3159  C6 1.080
17 H 0.6993 0.8710 -3.7303  C6 1.094
18 H 1.1421 -0.2461 -4.9779  C6 1.098
19 H -1.1937 2.8373 3.0780  O21 0.988
20 H 0.0297 2.3349 2.1664  O21 1.037
21 O -0.9137 2.0780 2.5115  H19 0.988, H20 1.037
22 H -0.8819 0.5487 3.1007  O24 1.035
23 H -1.1136 -0.3497 4.3820  O24 0.962
24 O -0.9527 -0.4276 3.4368  H22 1.035, H23 0.962
25 H 0.6519 1.4827 -1.4666  O27 0.998
26 H -0.5114 2.2471 -0.8057  O27 0.966
27 O 0.4375 2.3213 -0.9691  H25 0.998, H26 0.966
28 H -2.6930 -1.3253 1.1201  O30 1.034
29 H -1.8148 -1.5395 2.3465  O30 0.912
30 O -2.1736 -2.0313 1.6680  H28 1.034, H29 0.912
31 H 2.2775 -0.1840 2.2337  O33 1.019
32 H 3.6217 0.2396 1.4972  O33 0.956
33 O 2.8779 0.5988 1.9782  H31 1.019, H32 0.956
34 H -3.8188 -0.5637 -0.6008  O36 0.918
35 H -4.3536 0.0265 0.6869  O36 0.980
36 O -3.5388 -0.2236 0.2042  H34 0.918, H35 0.980
37 H -1.6531 2.0740 0.9256  O39 0.938
38 H -2.5199 1.1554 -0.0099  O39 0.970
39 O -2.0070 1.9759 0.0624  H37 0.938, H38 0.970
40 H 1.9723 2.0054 1.7263  O42 1.000
41 H 1.1280 2.6801 0.5598  O42 0.972
42 O 1.3222 2.7335 1.5103  H40 1.000, H41 0.972
43 H 0.9974 -1.9588 1.8258  O45 1.022
44 H 0.5706 -1.1126 3.0446  O45 0.983
45 O 1.3817 -1.5158 2.6625  H43 1.022, H44 0.983

Computed properties:
F_max in eV/Å: 5.038
Relative energy (zero: lowest compared OMol25 entry of this formula, charge and spin) in kJ/mol: 0.0
2S+1: 2
Net charge: +1